Molecular formula: C4H8O2
Method: DFT, wB97M-V/def2-TZVPD

Geometry as XYZ:
```
14
Properties=species:S:1:pos:R:3:mulliken_charge:R:1
O 1.5646 0.8153 -0.7259 -0.4966
C 0.5716 -0.1636 -0.8497 0.0962
C 0.4311 -1.1249 0.3916 -0.4440
C -0.8164 -0.3800 0.7798 -0.7508
C -0.8457 0.4323 -0.4646 0.3138
O -1.2712 1.6418 -0.5556 -0.6996
H 2.4051 0.4435 -1.0282 0.3221
H 0.6181 -0.6804 -1.8219 0.3631
H 0.3398 -2.2098 0.2352 0.2754
H 1.2516 -0.9464 1.0976 0.2771
H -1.6117 -0.6531 1.4798 0.4535
H -0.4525 1.3386 1.5639 0.0891
H -1.5617 -0.3354 -0.9332 0.2049
H -0.7067 1.8622 0.9753 -0.0043
```

Values from the calculation:
* orbital gap (spin up / spin down): 8.46 / 8.46 eV
* ΔE to the lowest compared entry with this formula, charge and spin: 609.8 kJ/mol
* F_max: 0.38 eV Å⁻¹
* energy: -307.480182 Ha


Molecular formula: C14H26MgO8S4
Method: DFT, wB97M-V/def2-TZVPD

Geometry as XYZ:
```
53
Properties=species:S:1:pos:R:3:mulliken_charge:R:1
Mg -0.0968 0.2309 0.2698 0.8922
C -0.2931 3.8323 2.1539 -0.9547
C -0.1414 2.4589 1.6882 0.7391
C -1.1172 1.3847 2.4130 0.7673
O -1.0918 0.2804 1.9401 -0.4894
C -2.0170 1.7754 3.4845 -0.8102
C -2.0018 3.0781 3.9464 0.2547
C -1.1095 4.1317 3.2369 0.2654
O -1.0747 5.3795 3.5441 -0.7077
O -2.6966 3.2579 5.0496 -0.7361
O 0.6272 1.9753 0.8278 -0.7148
H 0.3596 4.5785 1.7254 0.4119
H -2.5205 0.9666 3.9930 0.4227
C 2.1912 -0.5848 -3.5777 -0.9675
S 2.3232 0.3376 -1.9267 0.3248
O 0.9683 0.2131 -1.1861 -0.2595
C 3.6643 -0.7237 -1.0471 -1.0055
H 1.2969 -0.4604 -4.1883 0.3363
H 2.1818 -1.6608 -3.4044 0.2463
H 3.0851 -0.3008 -4.1331 0.4249
H 3.4758 -1.7752 -0.8304 0.2734
H 3.9210 -0.1813 -0.1372 0.3254
H 4.6776 -0.7759 -1.4454 0.5087
C 1.9958 -3.1177 2.1908 -0.9842
S 2.2714 -1.2858 2.1130 0.3161
O 1.2450 -0.7808 1.0994 -0.0757
C 1.4744 -1.0599 3.8015 -1.0855
H 2.5352 -3.5324 3.0423 0.4376
H 2.0512 -3.6080 1.2189 0.2453
H 0.9468 -3.3251 2.4024 0.2876
H 1.9462 -1.5919 4.6276 0.4789
H 0.4922 -1.5189 3.9143 0.3256
H 1.4833 -0.0048 4.0747 0.3483
C -0.2454 -3.7504 -1.6544 -0.7782
S -1.4607 -2.8094 -0.6605 0.3394
O -0.7448 -1.5809 -0.0734 -0.2716
C -2.4395 -2.1957 -2.0699 -0.7431
H 0.1391 -3.3483 -2.5918 0.2302
H -0.6452 -4.7397 -1.8770 0.4104
H 0.6451 -3.8876 -1.0410 0.1535
H -3.1616 -1.4438 -1.7515 0.1734
H -2.9347 -3.0304 -2.5661 0.4849
H -1.6988 -1.7998 -2.7647 0.1526
C -2.9418 1.3758 -2.9000 -0.8961
S -2.2588 2.1323 -1.3500 0.3094
O -1.6081 0.9135 -0.7477 -0.4043
C -0.8600 3.0555 -2.1698 -0.7331
H -3.7555 0.6974 -2.6437 0.2909
H -2.0862 0.8868 -3.3658 0.1855
H -3.2557 2.1042 -3.6476 0.4364
H -0.3416 3.7303 -1.4886 0.2745
H -1.2891 3.7115 -2.9272 0.4692
H -0.1099 2.3859 -2.5906 0.0741
```

Values from the calculation:
* orbital gap: 4.96 eV
* ΔE to the lowest compared entry with this formula, charge and spin: 375.7 kJ/mol
* F_max: 6.34 eV Å⁻¹
* energy: -2943.681744 Ha


Molecular formula: C4H11N3
Method: DFT, wB97M-V/def2-TZVPD

Geometry as XYZ:
```
18
Properties=species:S:1:pos:R:3:mulliken_charge:R:1
C 0.5070 0.6058 1.8363 0.4089
C -0.2718 0.5281 -0.4343 -0.5887
C -0.3951 -0.8148 -1.0161 0.6312
C -1.3573 -1.0270 -2.1471 -1.3202
N 1.6758 0.0608 2.0732 -0.3631
N -0.2833 1.0953 2.7265 -0.2887
N 0.6465 0.2087 -1.5095 -0.1532
H -0.8576 1.3259 -0.3595 0.3944
H 0.0922 -1.8047 -0.7361 0.3757
H -2.0529 -0.0917 -2.4152 0.3443
H -2.1044 -1.8910 -1.8544 0.3611
H -0.9041 -1.4089 -3.0662 0.3986
H 2.4332 0.0127 1.4046 0.2657
H 2.1693 0.0929 3.0291 0.2920
H -1.2491 1.2045 2.4690 0.2741
H -0.0286 1.0837 3.7642 0.2929
H 0.3513 0.8139 -2.3582 0.3758
H 1.6290 0.0058 -1.4063 0.2991
```

Values from the calculation:
* orbital gap: 9.40 eV
* ΔE to the lowest compared entry with this formula, charge and spin: 415.3 kJ/mol
* total charge: +2
* F_max: 7.35 eV Å⁻¹
* energy: -322.468597 Ha


Molecular formula: C5H15N2O
Method: DFT, wB97M-V/def2-TZVPD

Geometry as XYZ:
```
23
Properties=species:S:1:pos:R:3:mulliken_charge:R:1
N 1.6816 -1.5316 -0.6270 -0.1790
C 0.6508 -0.4784 -0.3186 -0.1390
C 1.2629 0.6405 0.5012 -0.8474
C 0.4340 1.8798 0.4495 -0.1629
C 0.1955 2.6542 1.5046 -0.8322
C -0.5330 -1.1796 0.3516 -0.4577
N -0.7407 -2.5032 -0.2174 -0.6308
H 1.1754 -2.4383 -0.6672 0.3904
H 2.1610 -1.3581 -1.5121 0.3555
H 2.4076 -1.5733 0.0868 0.3554
H 0.3666 -0.0717 -1.2884 0.2966
H 1.4833 0.2637 1.5018 0.4555
H 2.2687 0.8570 0.1073 0.3395
H 0.2065 2.2726 -0.5422 0.3462
H 0.4728 2.3674 2.5059 0.2637
H -0.3178 3.5978 1.3676 0.2854
H -1.3751 -0.5040 0.2388 0.2780
H -0.3413 -1.2794 1.4226 0.4510
H -1.4531 -2.5231 -0.9358 0.2141
H -0.9991 -3.1704 0.4970 0.2157
H -2.4976 1.7600 -0.6679 0.3163
H -2.9067 0.9710 -1.9106 0.2755
O -2.2410 0.9988 -1.2015 -0.5898
```

Values from the calculation:
* orbital gap: 10.16 eV
* ΔE to the lowest compared entry with this formula, charge and spin: 104.2 kJ/mol
* total charge: +1
* F_max: 1.13 eV Å⁻¹
* energy: -384.011339 Ha


Molecular formula: C2HClO
Method: DFT, wB97M-V/def2-TZVPD

Geometry as XYZ:
```
5
Properties=species:S:1:pos:R:3:mulliken_charge:R:1
O 0.6111 0.6633 1.2936 -0.4305
C 0.0736 0.0484 0.2842 0.3319
C -0.0010 -0.5575 -1.0197 -0.1659
Cl -0.6599 -1.4574 -2.2115 -0.1064
H -0.0238 1.3032 1.6534 0.3710
```

Values from the calculation:
* orbital gap: 8.89 eV
* SMILES: OC#CCl
* ΔE to the lowest compared entry with this formula, charge and spin: 325.5 kJ/mol
* F_max: 12.27 eV Å⁻¹
* energy: -612.071005 Ha


Molecular formula: C27H26F6N2O4OsS2Si2
Method: DFT, wB97M-V/def2-TZVPD

Geometry as XYZ:
```
70
Properties=species:S:1:pos:R:3:mulliken_charge:R:1
Os -0.0358 -0.0124 -0.0191 0.6634
C -2.2305 -1.7400 3.2662 -1.0090
C -2.1287 -3.1060 2.9918 -1.1041
C -1.4364 -3.5175 1.8752 -1.0471
C -0.8356 -2.5688 1.0418 1.0742
C -0.9039 -1.1886 1.3212 0.5329
C -1.6341 -0.7976 2.4515 -0.5980
C -0.1243 -2.9021 -0.1733 0.6075
C -0.0643 -4.2061 -0.7322 -1.1278
C 0.5404 -4.4013 -1.9277 -1.6987
C 1.0892 -3.3005 -2.6369 1.3359
C 1.6699 -3.4366 -3.9159 -0.8649
C 2.1523 -2.3433 -4.5792 -0.8376
C 2.0695 -1.0714 -3.9822 -1.0334
C 1.5207 -0.9160 -2.7394 -0.3585
C 1.0247 -2.0315 -2.0403 -0.4565
N 0.4619 -1.8722 -0.7902 2.1448
H -2.7870 -1.4126 4.1363 0.4297
H -2.5954 -3.8310 3.6447 0.4015
H -1.3627 -4.5748 1.6551 0.4048
H -1.7346 0.2514 2.6902 0.4902
H -0.5272 -5.0243 -0.2026 0.5638
H 0.5872 -5.3890 -2.3700 0.4352
H 1.7164 -4.4224 -4.3619 0.4539
H 2.5918 -2.4487 -5.5617 0.4179
H 2.4469 -0.2065 -4.5117 0.4734
H 1.4737 0.0654 -2.2812 0.6235
C 3.4890 -1.1647 -0.3252 -1.3372
Si 2.1704 -0.8004 0.9828 0.8073
C 2.0577 -2.3779 2.0116 -1.3726
C 3.0813 0.3879 2.1167 0.6192
C 4.3179 0.1284 2.7212 -0.8768
C 4.9153 1.0829 3.5229 -0.7581
C 4.2901 2.3126 3.7306 -0.6924
C 3.0702 2.5756 3.1367 -0.7979
C 2.4609 1.6099 2.3263 0.3261
Si 0.8218 1.7927 1.4598 1.3262
C 1.0625 3.1659 0.1758 -1.2531
C -0.3386 2.4203 2.8026 -1.5154
H 4.4090 -1.3173 0.2471 0.5712
H 3.6725 -0.3301 -1.0034 0.2448
H 3.3187 -2.0635 -0.9169 0.3415
H 3.0559 -2.5074 2.4412 0.5742
H 1.8261 -3.2855 1.4549 0.3626
H 1.3514 -2.2867 2.8376 0.2675
H 4.8199 -0.8219 2.5701 0.3032
H 5.8698 0.8780 3.9920 0.4018
H 4.7623 3.0579 4.3586 0.4112
H 2.5914 3.5346 3.3066 0.3584
H 1.7142 3.9232 0.6207 0.4777
H 0.1293 3.6496 -0.1094 0.1768
H 1.5588 2.8155 -0.7339 0.2998
H 0.0354 3.4009 3.1142 0.4488
H -0.2969 1.7676 3.6764 0.3060
H -1.3753 2.5431 2.4952 0.3558
F -2.9226 0.4645 -4.1542 -0.1950
C -3.2378 -0.6309 -3.4742 0.5368
F -2.6503 -1.6813 -4.0396 -0.1853
F -4.5507 -0.7983 -3.4828 -0.1995
S -2.6474 -0.5022 -1.7347 1.3339
O -1.2150 -0.1509 -1.8874 -0.6351
O -2.9597 -1.7424 -1.1138 -0.7119
N -3.4615 0.7307 -1.2198 -0.6854
S -2.7820 1.9242 -0.4657 1.0358
O -1.5594 1.5498 0.2467 -0.8988
O -3.7278 2.6748 0.2782 -0.6833
C -2.1925 3.0760 -1.7987 0.6483
F -2.0138 4.2837 -1.2801 -0.2297
F -3.0985 3.1445 -2.7656 -0.2409
F -1.0382 2.6533 -2.3141 -0.1833
```

Values from the calculation:
* orbital gap: 7.06 eV
* ΔE to the lowest compared entry with this formula, charge and spin: 62.5 kJ/mol
* F_max: 0.57 eV Å⁻¹
* energy: -3520.226451 Ha


Molecular formula: C23H26N2O6RuSi2
Method: DFT, wB97M-V/def2-TZVPD

Geometry as XYZ:
```
60
Properties=species:S:1:pos:R:3:lowdin_spin:R:1
Ru -0.0117 0.4431 0.4143 0.8408
O 0.2905 -5.7626 1.3199 0.0022
C 0.2022 -4.4264 1.0939 0.0043
C 0.1068 -3.8981 -0.1897 -0.0007
C 0.0077 -2.5323 -0.3344 0.0057
N 0.0411 -1.7265 0.7028 0.0229
C 0.1459 -2.2142 1.9311 0.0078
C 0.2129 -3.5691 2.1852 -0.0008
C 0.2153 -1.1595 3.0287 0.0010
O 0.0850 -1.5271 4.1907 0.0013
O 0.4312 0.0300 2.6046 0.0126
C -0.1756 -1.8475 -1.6726 0.0018
O -0.1844 -2.5327 -2.6832 0.0056
O -0.3399 -0.5700 -1.6094 0.0050
H 0.2567 -6.2188 0.4721 0.0000
H 0.0966 -4.5154 -1.0809 -0.0001
H 0.2724 -3.9239 3.2042 0.0001
O -2.6057 -0.5350 -0.2040 0.0164
C -3.5131 0.4913 0.0666 0.0019
C -3.0129 1.5179 1.0658 0.0104
C -3.8984 2.4662 1.5679 0.0016
C -3.4612 3.3894 2.4899 0.0045
C -2.1422 3.3213 2.9023 0.0001
C -1.3221 2.3538 2.3564 0.0078
N -1.7411 1.4734 1.4381 0.0341
H -2.0370 -0.3507 -0.9703 0.0007
H -4.3971 0.0161 0.5000 0.0000
H -3.8334 1.0113 -0.8427 0.0006
H -4.9326 2.4492 1.2416 0.0004
H -4.1395 4.1300 2.8947 0.0003
H -1.7547 3.9998 3.6496 -0.0001
H -0.2931 2.2404 2.6668 0.0003
C -0.1511 2.2015 -2.7193 -0.0038
Si 0.2758 2.4351 -0.8921 0.0058
C -0.6880 4.0021 -0.3748 0.0048
C 2.0899 3.0021 -0.8669 0.0007
C 2.5236 4.2522 -1.3220 0.0002
C 3.8677 4.6013 -1.2811 0.0001
C 4.7998 3.6917 -0.7922 -0.0002
C 4.3787 2.4476 -0.3407 -0.0005
C 3.0262 2.0899 -0.3638 -0.0029
Si 2.3677 0.3931 0.2115 0.0025
C 3.0132 -0.7849 -1.1271 0.0074
C 3.3443 -0.0160 1.7722 -0.0027
H 0.1124 3.1035 -3.2832 -0.0006
H -1.2187 2.0007 -2.8610 -0.0001
H 0.3934 1.3507 -3.1323 0.0001
H -0.6448 4.7502 -1.1738 0.0005
H -0.2442 4.4347 0.5268 -0.0001
H -1.7433 3.7966 -0.1626 0.0000
H 1.8006 4.9691 -1.7042 0.0000
H 4.1905 5.5778 -1.6258 0.0000
H 5.8517 3.9555 -0.7641 0.0000
H 5.1178 1.7483 0.0422 0.0000
H 4.0885 -0.6273 -1.2629 0.0010
H 2.5134 -0.5928 -2.0804 0.0000
H 2.8476 -1.8368 -0.8681 0.0000
H 4.4173 0.0833 1.5768 -0.0004
H 3.1479 -1.0401 2.1052 0.0000
H 3.0703 0.6523 2.5908 -0.0001
```

Values from the calculation:
* orbital gap (spin up / spin down): 7.11 / 7.39 eV
* ΔE to the lowest compared entry with this formula, charge and spin: 54.0 kJ/mol
* total charge: -1
* multiplicity: 2
* F_max: 2.75 eV Å⁻¹
* energy: -2127.062491 Ha


Molecular formula: C4H5N2P
Method: DFT, wB97M-V/def2-TZVPD

Geometry as XYZ:
```
12
Properties=species:S:1:pos:R:3:mulliken_charge:R:1
C 1.1258 -0.2516 1.8261 -1.3385
C -0.0503 0.0554 0.9328 0.0529
C -0.2538 -0.1499 -0.4453 0.6334
N -0.4553 -0.0711 -1.6339 -0.3808
P -0.8823 -0.6284 -3.3621 -0.0429
C -1.1449 0.5517 1.6299 0.1950
N -1.9499 0.9996 2.3286 -0.4732
H 0.8759 -0.9459 2.6452 0.3096
H 1.9108 -0.6800 1.3690 0.4472
H 1.3469 0.6383 2.2386 0.3618
H -0.9961 0.8216 -3.6881 0.1262
H 0.4733 -0.3397 -3.8408 0.1093
```

Values from the calculation:
* orbital gap: 8.03 eV
* SMILES: CC(=C=NP)C#N
* ΔE to the lowest compared entry with this formula, charge and spin: 214.7 kJ/mol
* F_max: 3.76 eV Å⁻¹
* energy: -606.169822 Ha


Molecular formula: C4H8NPS3
Method: DFT, wB97M-V/def2-TZVPD

Geometry as XYZ:
```
17
Properties=species:S:1:pos:R:3:mulliken_charge:R:1
C -1.5848 -0.8039 -0.7780 -1.0285
P -0.1452 -0.4452 0.3325 0.4829
C -0.3669 1.2639 0.8351 -0.8058
S 0.0648 -1.7663 1.8061 -0.3803
S 1.4006 -0.0976 -1.2658 -0.1679
C 2.8266 -0.7724 -0.2829 -0.5609
S 4.4424 -0.0025 -0.4297 -0.0270
C 3.8746 1.5033 0.2019 0.3647
N 3.4756 2.5227 0.5767 -0.4065
H -2.6209 -0.8029 -0.4463 0.3472
H -1.3633 -0.0117 -1.5472 0.3575
H -1.2376 -1.8248 -1.1012 0.2839
H -0.6781 1.6212 1.8918 0.3134
H 0.5444 1.8371 0.4925 0.2636
H -1.1751 1.5966 0.1554 0.3200
H 2.9064 -1.8656 -0.5100 0.3900
H 2.5566 -0.6304 0.7774 0.2538
```

Values from the calculation:
* orbital gap: 9.04 eV
* SMILES: CP(C)(=S)SCSC#N
* ΔE to the lowest compared entry with this formula, charge and spin: 18.0 kJ/mol
* F_max: 2.59 eV Å⁻¹
* energy: -1747.872680 Ha